The following is a DFT calculation (wB97M-V/def2-TZVPD) of a 10-piece molecular cluster, C45H91NO19S9 overall in a non-equilibrium geometry.

Molar mass   1238.81 g mol⁻¹
Expectation value of S²   0.7541
Electronic energy   -6836.5484 hartree
HOMO-LUMO gap (spin up / spin down)   9.016 / 4.679 eV

Structure (ORCA input):
```
! wB97M-V def2-TZVPD RIJCOSX def2/J DEFGRID3
* xyz 1 2
C -7.16247 0.07121 0.61773
C -7.40566 0.55929 2.07363
C -6.56764 1.86803 2.16155
S -5.04938 1.70309 1.15082
O -3.84911 1.31880 1.93674
O -4.91465 2.83731 0.18568
C -5.67872 0.04579 0.37086
H -7.64179 0.84163 0.01372
H -7.68023 -0.85996 0.38759
H -7.06968 -0.23717 2.73760
H -8.48669 0.69573 2.10289
H -6.22131 2.15808 3.15353
H -7.09710 2.75761 1.82032
H -5.24041 -0.68459 1.05096
H -5.35173 0.11480 -0.66665
C 3.62855 -3.51642 2.68890
C 4.08092 -4.20394 1.48627
C 3.87681 -5.75342 1.72062
S 4.02371 -6.04003 3.61000
O 5.32472 -6.78177 3.75233
O 2.85684 -6.59622 4.28744
C 4.25913 -4.19170 4.00401
H 2.55708 -3.33683 2.60062
H 3.97143 -2.48608 2.78342
H 5.13888 -3.98621 1.33992
H 3.76695 -3.89680 0.48868
H 4.75547 -6.14725 1.20978
H 3.02644 -6.27074 1.27634
H 5.32513 -4.19437 4.23146
H 3.72664 -3.93006 4.91839
C -3.36222 5.76956 -2.98475
C -2.24703 4.63800 -2.91814
C -1.38487 5.00602 -1.71550
S -1.33392 6.84587 -1.55155
O -0.04825 7.33177 -2.01753
O -1.71080 7.22092 -0.14806
C -2.63961 7.11008 -2.79266
H -4.16229 5.68994 -2.24879
H -3.79759 5.69563 -3.98128
H -1.57132 4.65522 -3.77325
H -2.53860 3.62271 -2.64927
H -0.36434 4.62342 -1.70014
H -1.93114 4.63735 -0.84730
H -2.05376 7.27378 -3.69713
H -3.31849 7.95326 -2.66510
C 3.93455 -3.41915 -3.81505
C 3.22487 -4.18341 -2.55334
C 3.60537 -5.67764 -2.64124
S 5.32854 -5.59752 -3.21410
O 5.59429 -6.67691 -4.15859
O 6.16992 -5.47797 -2.02394
C 5.39138 -3.90968 -3.91856
H 4.07412 -2.35635 -3.61742
H 3.34542 -3.68830 -4.69174
H 2.16832 -3.93512 -2.45254
H 3.70129 -3.75774 -1.67020
H 2.98347 -6.14072 -3.40733
H 3.73356 -6.36652 -1.80630
H 5.72864 -4.07411 -4.94195
H 6.13618 -3.34328 -3.35951
C 0.81799 -2.08368 -5.34665
C 0.31073 -3.54777 -4.84093
C -1.09680 -3.48422 -4.46392
S -1.88102 -2.35980 -5.73448
O -2.92719 -1.54461 -5.15584
O -2.16344 -3.12572 -6.96310
C -0.34502 -1.42348 -6.15728
H 1.80659 -2.22338 -5.78397
H 0.98544 -1.38826 -4.52418
H 0.78720 -3.93741 -3.94134
H 0.50235 -4.29719 -5.60888
H -1.50297 -3.20397 -3.49203
H -1.66559 -4.41330 -4.42633
H -0.35352 -0.34246 -6.01787
H -0.19962 -1.62187 -7.21916
C 2.29985 7.42639 2.63939
C 2.60853 7.74765 1.21896
C 3.03737 6.44329 0.48850
S 3.46720 5.16432 1.66289
O 4.89881 4.84720 1.55512
O 2.57000 4.05658 1.65509
C 3.19873 6.29668 3.09071
H 1.34062 7.03186 2.97452
H 2.59127 8.30347 3.21723
H 3.34709 8.52697 1.03111
H 1.71081 8.04714 0.67813
H 3.93627 6.58993 -0.11029
H 2.25745 6.03578 -0.15474
H 4.23496 6.62924 3.15186
H 3.07158 5.76800 4.03540
C 6.09883 0.02149 4.49610
C 5.24035 0.71739 3.40819
C 4.00042 1.24161 4.02222
S 3.98027 0.83739 5.80247
O 2.64222 0.29148 6.02383
O 4.54337 1.96291 6.59663
C 5.20491 -0.52379 5.61328
H 6.69289 0.80888 4.96002
H 6.71435 -0.60275 3.84836
H 4.99104 0.08005 2.55982
H 5.91103 1.50465 3.06396
H 3.22229 0.54063 3.72012
H 3.78862 2.29632 3.84668
H 4.87290 -1.46862 5.18298
H 5.59333 -0.78922 6.59653
C -7.01096 -2.78819 -2.38049
C -6.80797 -3.89552 -1.37136
C -5.77840 -4.84783 -2.01005
S -4.54624 -3.85899 -2.89225
O -4.23725 -4.51992 -4.13714
O -3.47087 -3.54745 -1.98148
C -5.64292 -2.47982 -3.15403
H -7.44359 -1.91176 -1.89799
H -7.74113 -3.34326 -2.96942
H -7.71477 -4.41063 -1.05441
H -6.47172 -3.44299 -0.43849
H -6.33059 -5.46834 -2.71586
H -5.26739 -5.52641 -1.32705
H -5.67431 -2.19216 -4.20492
H -5.03904 -1.70510 -2.68153
C -0.82984 1.67196 4.62079
C -0.85687 0.35911 3.80091
C -1.45275 -0.78007 4.63280
S -2.90027 0.10430 5.41906
O -2.85052 -0.11409 6.84041
O -4.20818 0.03714 4.70045
C -2.16247 1.83280 5.07112
H -0.58482 2.53665 4.00404
H -0.11975 1.71162 5.44680
H 0.16382 0.26427 3.43038
H -1.39844 0.32608 2.85554
H -0.79170 -1.15803 5.41270
H -1.97951 -1.61900 4.17801
H -2.32287 2.61276 5.81546
H -2.73226 2.23997 4.23586
C 2.30754 0.64211 -1.59726
C 1.37924 0.08538 -0.49802
C 1.05444 1.20406 0.54313
C 0.05454 2.29873 0.08381
C -1.22161 1.52905 -0.33915
C -1.00399 0.50624 -1.47507
N 0.12833 -0.38008 -1.08100
O 0.30994 -1.30324 -2.13763
C -2.33535 -0.21086 -1.59190
C -0.89023 1.32750 -2.75153
C 1.99126 -1.07385 0.16999
H 3.29626 0.93451 -1.24365
H 1.80542 1.51818 -2.00771
H 2.53491 -0.02285 -2.43045
H 0.64752 0.75037 1.44684
H 2.04189 1.50316 0.89465
H 0.47558 3.02660 -0.60976
H -0.11108 2.88235 0.98937
H -1.97671 2.30585 -0.45959
H -1.53182 0.99509 0.55904
H -2.38959 -0.78969 -0.66988
H -3.15054 0.50888 -1.66628
H -2.40413 -0.94399 -2.39557
H -1.79352 1.87750 -3.01549
H -0.19136 2.15340 -2.61900
H -0.51574 0.74225 -3.59137
H 2.73471 -0.75571 0.90086
H 2.44120 -1.79970 -0.50736
H 1.29834 -1.64916 0.78396
H 0.51777 -2.11192 -1.66388
*
```